1.
Entry from OMol25: a structure of composition C52H44F5N4O3PRbSTe (ωB97M-V with the def2-TZVPD basis set).

Results
largest force on an atom: 0.011 Eh/bohr
orbital gap: 5.686 eV
energy above the lowest of the compared OMol25 structures with the same formula, charge and spin: 0.00 kJ/mol
⟨S²⟩: 0.758
LUMO level: 3.542 eV
2S+1: 2
total charge: -2

Geometry (Å):
H 0.295 -7.629 -2.143
C 0.613 5.608 3.256
F -5.598 3.299 -1.591
F -7.063 1.848 0.209
C 3.642 -5.525 1.958
C -3.699 3.058 -0.180
H -1.956 1.504 -1.733
H -2.184 -5.820 -0.846
H 0.584 -6.199 -1.132
C -1.522 -5.765 -5.156
C -1.133 1.258 -2.394
C 5.422 4.975 2.416
H -2.569 -5.814 -7.039
H -0.866 4.573 0.069
Rb 0.800 0.175 1.004
C -5.029 2.822 -0.463
C 4.037 4.874 2.358
H -2.680 -7.311 -6.112
H -2.804 -2.264 -3.090
O 3.324 -0.015 -0.388
C -1.863 -4.445 -4.909
H -1.688 6.466 -1.276
C -1.869 -2.978 -0.385
C -5.175 1.642 1.624
C -2.742 -3.964 0.093
H -0.292 6.891 4.722
C 2.812 -4.429 1.760
C 0.613 -6.585 -2.149
H 3.010 6.368 0.251
N -0.059 0.722 -1.818
C -5.761 2.100 0.462
C -1.230 1.497 -3.756
C -3.123 2.568 0.978
H 1.830 0.317 -4.562
H 7.287 4.348 1.563
C 0.016 5.883 4.476
C 6.207 4.280 1.508
C -0.199 5.390 -0.179
N 3.958 -0.086 0.694
N 1.145 1.969 3.514
C 3.316 -5.341 4.332
H 1.654 -6.561 -2.483
C -2.016 -6.487 -6.384
C -2.356 -5.417 0.156
H 4.102 -6.015 1.108
H -1.987 -1.866 -4.606
C 1.121 5.350 0.269
H 2.613 -4.056 0.764
H -1.123 -1.749 -3.064
H 1.843 -0.019 -2.093
F -2.967 3.799 -1.041
H 6.216 2.885 -0.127
H -3.142 -6.003 0.635
H -3.787 -0.216 0.076
H -1.185 -6.909 -6.953
C -0.659 6.454 -0.938
C -4.384 -2.226 0.536
C 1.331 -2.583 2.670
O 1.419 -1.625 3.491
C 4.228 3.359 0.502
C 0.969 0.598 -3.971
C -3.999 -3.561 0.541
H 2.201 8.256 -1.116
H 3.420 5.409 3.070
C 5.608 3.469 0.552
C 3.429 4.079 1.391
H 0.968 1.263 4.211
C 3.891 -5.988 3.243
H -2.129 1.938 -4.167
C -3.820 1.850 1.968
O 3.577 0.684 1.594
Te 0.070 -3.455 -1.057
C -0.714 -6.408 -4.232
C 1.978 6.390 -0.080
F -5.971 0.937 2.450
C -3.508 -1.262 0.069
H -1.566 -0.896 -0.756
C 2.498 -4.238 4.132
C 2.233 -3.783 2.846
C 0.802 3.268 3.823
H -5.355 -1.936 0.917
C 0.977 0.400 -2.597
H -0.025 2.731 5.724
H 3.762 2.666 -0.189
H -0.154 8.320 -1.880
H -4.679 -4.314 0.924
S -3.093 1.247 3.387
C -0.154 1.156 -4.559
C -0.259 -5.772 -3.079
C 0.998 4.317 2.902
H 2.062 -3.699 4.964
C -1.420 -3.765 -3.776
C 0.201 7.492 -1.278
H 4.538 -6.844 3.399
P 1.617 3.864 1.238
H -0.192 1.321 -5.629
C -0.215 4.834 5.361
H 3.514 -5.696 5.337
N 0.504 -2.615 1.664
H -2.488 -3.916 -5.623
H 5.887 5.589 3.179
H -1.432 -5.536 0.723
H -0.713 5.019 6.305
C -0.612 -4.432 -2.836
C -1.854 -2.328 -3.626
H -0.436 -7.445 -4.401
C 1.522 7.454 -0.851
H 1.975 1.785 2.964
C -2.256 -1.645 -0.392
C 0.175 3.549 5.043
F -1.817 2.857 1.164
H 0.759 6.412 2.543

Cartesian forces (eV/Å) of the 2 atoms listed first:
0.0 0.0 0.0
0.0 0.1 0.0

Atomic partial charges in e from the Löwdin method, atoms 1 to 4: H 0.072; C -0.106; F 0.076; F 0.081


2.
Entry from OMol25: a structure of composition CCl2NOP in a non-equilibrium geometry (ωB97M-V with the def2-TZVPD basis set).

Results
largest force on an atom: 0.068 Eh/bohr
orbital gap: 8.377 eV
energy above the lowest of the compared OMol25 structures with the same formula, charge and spin: 330.98 kJ/mol
LUMO level: -2.729 eV

Geometry (Å):
N -1.693 -1.712 1.324
P -0.923 0.613 -0.443
Cl 1.835 0.606 -0.233
O -1.230 0.083 -1.782
C -1.683 -0.705 0.799
Cl 3.694 1.115 0.334

Cartesian forces (eV/Å) of the 2 atoms listed first:
-0.2 -2.0 1.3
-1.5 -0.9 0.1

Atomic partial charges in e from the Löwdin method, atoms 1 to 4: N 0.048; P 0.774; Cl -0.020; O -0.454


3.
Entry from OMol25: a structure of composition CH3INP in a non-equilibrium geometry (ωB97M-V with the def2-TZVPD basis set).

Results
largest force on an atom: 0.089 Eh/bohr
orbital gap (alpha / beta): 7.432 / 7.435 eV
energy above the lowest of the compared OMol25 structures with the same formula, charge and spin: 340.74 kJ/mol
LUMO level (alpha / beta): -1.455 / -1.457 eV

Geometry (Å):
C 0.184 -0.720 -0.243
N -0.706 0.280 -0.150
H -0.081 -1.685 1.296
P -0.196 1.755 0.171
H -1.444 2.198 0.030
H -0.012 -1.435 -1.151
I 2.254 -0.393 0.048

Cartesian forces (eV/Å) of the 2 atoms listed first:
-0.8 -4.3 1.4
0.1 0.8 0.0

Atomic partial charges in e from the Löwdin method, atoms 1 to 4: C -0.958; N -0.516; H 0.174; P 0.793


4.
Entry from OMol25: a cluster of 5 separate species, CH14N2O4 in total in a non-equilibrium geometry (ωB97M-V with the def2-TZVPD basis set).

Results
largest force on an atom: 0.085 Eh/bohr
orbital gap: 9.907 eV
energy above the lowest of the compared OMol25 structures with the same formula, charge and spin: 197.67 kJ/mol
LUMO level: 0.686 eV
structure (SMILES): NCN.O.O.O.O

Geometry (Å):
N 1.580 -0.275 0.508
H 4.649 0.804 0.408
H 0.149 -2.424 -0.212
H 2.726 -1.724 -0.357
N 0.627 -1.968 -0.964
H 2.165 -0.760 -1.729
O -1.152 1.711 0.586
O -4.347 1.263 -0.081
H -2.199 1.507 0.419
H -4.319 0.410 -0.476
H 1.651 -0.667 1.381
H 0.756 -2.685 -1.768
H -1.465 -0.125 0.260
H -0.960 2.192 -0.232
C 1.874 -1.184 -0.676
O 4.229 1.652 0.255
O -2.363 -0.546 0.426
H -5.128 1.664 -0.318
H 3.303 1.593 0.770
H 0.740 0.294 0.464
H -2.516 -0.735 1.338

Cartesian forces (eV/Å) of the 2 atoms listed first:
0.4 1.3 -4.2
-0.1 -0.2 0.1

Atomic partial charges in e from the Löwdin method, atoms 1 to 4: N 0.018; H 0.003; H 0.033; H 0.066


5.
Entry from OMol25: a structure of composition C4H5OTl in a non-equilibrium geometry (ωB97M-V with the def2-TZVPD basis set).

Results
largest force on an atom: 0.124 Eh/bohr
orbital gap (alpha / beta): 8.715 / 7.937 eV
energy above the lowest of the compared OMol25 structures with the same formula, charge and spin: 0.00 kJ/mol
⟨S²⟩: 0.768
LUMO level (alpha / beta): -4.419 / -6.121 eV
2S+1: 2
total charge: +1

Geometry (Å):
H 1.085 1.225 0.850
H 2.533 -0.564 -0.424
C 1.711 -1.251 -0.208
H 1.830 -2.288 -0.522
O -1.831 0.690 -0.575
Tl -3.763 0.940 -1.413
C 0.517 -0.792 0.264
H -1.122 1.710 1.088
H -0.314 -1.491 0.386
C 0.265 0.577 0.528
C -0.912 1.244 0.027

Cartesian forces (eV/Å) of the 2 atoms listed first:
-0.3 -0.1 0.2
-0.1 -0.2 0.3

Atomic partial charges in e from the Löwdin method, atoms 1 to 4: H 0.136; H 0.086; C 0.115; H 0.084


6.
Entry from OMol25: a structure of composition C42H62KO16Rb2S4 in a non-equilibrium geometry (ωB97M-V with the def2-TZVPD basis set).

Results
largest force on an atom: 0.113 Eh/bohr
orbital gap: 7.127 eV
LUMO level: -2.388 eV
total charge: +1

Geometry (Å):
H -9.743 32.129 -9.197
H -6.922 31.544 -7.101
H -1.537 25.541 -4.362
O -9.041 23.372 -3.825
H -1.968 25.631 -6.034
C -2.566 25.746 1.410
C -4.941 31.577 -1.368
H -16.177 24.821 1.317
H -10.452 27.600 -0.500
O -6.607 25.437 -1.485
H -7.260 29.490 2.162
C -4.960 31.154 -2.850
C -10.371 24.719 4.613
C -14.741 25.927 2.547
C -7.183 27.702 3.154
H -9.697 24.887 5.453
C -2.234 26.019 -5.051
C -5.642 30.447 -0.686
C -3.687 24.308 -0.080
O -6.226 26.934 3.231
H -11.865 27.198 1.294
H -10.780 23.051 2.290
S -9.544 24.960 3.032
O -9.462 24.611 -9.075
C -6.971 24.636 -6.611
C -3.371 23.227 0.694
Rb -6.234 23.235 -3.132
H -6.316 23.847 -6.981
C -9.150 28.609 2.206
C -12.851 26.759 1.322
H -10.638 23.685 4.832
C -10.613 23.546 -1.972
H -9.625 27.744 1.742
H -6.788 24.654 -5.536
H -7.247 30.344 -6.099
C -7.639 26.727 -3.204
O -4.275 31.520 -3.840
C -3.319 25.606 0.332
H -4.268 24.256 -0.989
O -7.575 25.754 -8.517
H -12.443 24.417 -2.099
O -8.759 25.887 0.197
C -12.066 23.396 -2.169
H -9.708 28.662 -7.108
H -3.695 28.263 -6.107
H -15.290 25.814 3.470
H -12.699 21.813 -3.352
O -11.073 22.810 -4.163
C -10.133 23.282 -3.404
C -13.514 26.661 2.546
H -4.922 29.669 -0.433
C -9.637 27.973 -2.448
H -7.615 30.446 -1.679
H -9.520 29.486 1.675
H -5.519 28.046 -5.879
C -8.637 24.917 -8.242
H -1.625 24.766 3.101
O -3.862 24.207 -4.073
C -12.332 22.824 -3.528
O -5.898 30.212 -2.975
O -10.507 28.890 -2.675
H -10.736 24.196 0.960
H -6.086 31.600 -5.579
H -2.901 25.989 -2.343
S -10.886 29.958 -8.715
O -11.597 30.369 -7.396
H -8.568 30.796 -9.226
K -6.498 24.438 1.106
C -6.374 30.929 -6.388
H -1.947 27.070 -5.093
H -4.600 29.197 -4.956
H -11.291 25.287 4.748
H -9.050 28.344 -8.732
H -9.077 24.787 -6.097
H -3.378 26.530 -0.224
H -6.685 28.865 -1.577
H -4.546 26.720 -2.385
O -8.353 23.945 3.052
C -9.456 31.187 -8.729
H -10.244 24.529 -1.679
C -9.700 27.351 -1.234
H -5.556 32.472 -1.264
C -7.517 26.163 -1.904
H -2.446 22.498 2.452
C -9.207 28.717 3.759
C -10.836 24.111 2.042
C -3.608 26.582 -2.923
C -6.800 25.998 -7.315
H -6.947 26.459 -3.988
S -3.933 25.673 -4.524
C -7.615 28.478 1.966
C -15.259 25.389 1.343
H -10.164 28.280 4.046
C -2.203 24.636 2.198
H -3.897 31.766 -1.119
C -8.713 26.417 -0.890
C -13.312 26.123 0.184
C -9.963 28.457 -8.148
H -2.171 26.738 1.573
O -8.682 28.090 -4.734
H -6.136 30.861 0.194
C -4.667 28.724 -5.936
H -12.527 22.819 -1.368
H -3.196 27.581 -3.068
H -12.798 26.300 -0.749
S -5.104 29.993 -7.246
C -8.425 24.346 -6.851
H -3.617 22.243 0.323
O -5.861 29.308 -8.391
H -10.468 27.491 -8.113
H -14.979 25.020 -0.721
H -5.758 26.212 -7.552
O -8.076 27.922 4.176
H -10.123 22.721 -1.456
C -6.647 29.946 -1.712
C -8.656 27.598 -3.491
C -14.562 25.483 0.162
H -9.144 29.674 4.276
Rb -10.603 30.804 -4.932
H -9.074 31.446 -7.741
H -7.171 26.838 -6.727
H -8.635 23.276 -6.852
H -7.256 28.095 1.010
H -13.102 23.420 -4.020
H -13.042 27.077 3.424
H -11.824 24.534 2.227
C -2.698 23.366 1.861

Cartesian forces (eV/Å) of the 2 atoms listed first:
-0.4 -0.3 -0.2
0.9 0.3 -0.7

Atomic partial charges in e from the Löwdin method, atoms 1 to 4: H 0.052; H 0.032; H 0.066; O 0.033


Q: Among the records above, which one has the lowest largest force on an atom?
A: C52H44F5N4O3PRbSTe


Q: Which of these has the highest largest force on an atom?
A: C4H5OTl


Q: Which formula does entry 2 have?
A: CCl2NOP